# 1
C10H16S in the gas phase at a distorted geometry. Source: the Open Molecules 2025 dataset; level of theory: ωB97M-V/def2-TZVPD.

```
! wB97M-V def2-TZVPD RIJCOSX def2/J DEFGRID3
* xyz 0 1
C -0.21191 -2.17471 0.66400
C -0.42838 -0.67998 0.97885
C -0.79250 -0.45438 -0.49129
C 0.76999 0.21773 1.01731
C -0.54588 -1.92540 -0.83014
C 0.80455 0.46289 -0.45610
C 0.62238 1.60161 0.45212
C -1.73598 -2.70165 -1.31064
C 1.94901 2.30775 0.65154
C -0.63530 2.48358 0.56802
S 1.86188 0.26340 -1.82082
H 0.75120 -2.42606 0.94926
H -0.98869 -2.79625 1.30061
H -1.19450 -0.68526 1.84109
H -1.66819 -0.08666 -1.06795
H 1.57407 -0.16201 1.71985
H 0.15723 -2.06209 -1.56155
H -2.43224 -2.04232 -1.81648
H -2.26230 -3.07488 -0.52702
H -1.67074 -3.42011 -2.06713
H 1.65915 3.25746 1.23794
H 2.51424 2.56922 -0.32450
H 2.68910 1.77681 1.27713
H -1.45718 1.76774 0.56195
H -0.63857 3.19001 -0.23689
H -0.66751 3.23179 1.39757
H 1.97708 1.56174 -2.10674
*
```

Properties
DFT total energy ... -21460.232 eV
HOMO ... -8.397 eV
Structure (SMILES) ... C[C@@H]1C[C@@H]2[C@H]1[C@]1(S)[C@H]2C1(C)C



# 2
C14H12N2OS2 in the gas phase at a distorted geometry. Source: the Open Molecules 2025 dataset; level of theory: ωB97M-V/def2-TZVPD.

```
! wB97M-V def2-TZVPD RIJCOSX def2/J DEFGRID3
* xyz 0 1
C -2.25150 -2.79816 -0.55567
C -0.94647 -2.09588 -0.13707
C -0.76667 -0.67118 0.15169
N 0.35325 -0.49056 0.67098
C 1.10121 -1.64611 0.62634
S 0.29916 -3.05391 0.27070
C 2.39685 -1.54843 1.42292
C 3.25578 -0.45938 0.29266
N 3.92770 0.51999 0.77837
C 4.62019 1.15471 -0.12824
C 4.27535 0.95579 -1.36513
S 3.18954 -0.51594 -1.42557
H 4.71475 0.96875 -2.42298
O 5.37914 2.34105 0.22692
H 5.33198 2.33867 1.02231
H 2.84762 -2.45621 1.33793
H 2.56054 -1.22255 2.33944
C -1.93613 0.26608 0.11552
C -2.69167 0.48011 -1.09310
C -3.72490 1.46634 -1.01166
C -3.75436 2.41989 -0.26789
C -2.92170 2.48401 1.02755
C -1.90866 1.46131 1.03279
H -1.25300 1.36238 1.95979
H -2.80309 3.34809 1.36795
H -4.32919 3.26140 -0.26875
H -4.37529 1.26834 -1.96155
H -2.73377 -0.22355 -1.82811
H -3.28284 -2.28334 -0.26643
H -2.22788 -2.94690 -1.65404
H -2.34596 -3.68480 -0.25769
*
```

Properties
DFT total energy ... -41402.171 eV
HOMO ... -8.075 eV
Structure (SMILES) ... Cc1sc(Cc2nc(O)cs2)nc1-c1ccccc1



# 3
A molecular structure, C56H45N5SnTe. Source: the Open Molecules 2025 dataset; level of theory: ωB97M-V/def2-TZVPD.

```
! wB97M-V def2-TZVPD RIJCOSX def2/J DEFGRID3
* xyz 0 1
Sn -1.53677 -0.13279 -0.74292
C 5.55506 0.01725 3.22376
C 5.23200 0.60145 2.00375
C 3.95560 0.47770 1.48604
C 2.96989 -0.23492 2.17627
C 3.31042 -0.82768 3.38100
C 4.59089 -0.69867 3.90956
C 1.60486 -0.34922 1.52528
C 1.02131 0.98022 1.24205
C 1.43227 2.19071 1.80105
C 0.33787 3.05397 1.74130
C -0.71291 2.33960 1.17347
N -0.31237 1.06996 0.86234
C -2.04870 2.88034 0.92359
C -2.71503 2.64880 -0.23201
C -3.95126 3.28571 -0.69226
C -4.09498 2.98880 -1.98767
C -3.00515 2.07977 -2.38196
C -2.82241 1.52818 -3.62212
C -3.31869 2.30734 -4.79376
C -3.59275 1.79391 -6.07005
C -4.04293 2.59566 -7.10829
C -4.22188 3.95827 -6.93628
C -3.88380 4.50816 -5.71007
C -3.42205 3.70570 -4.68080
C -2.02417 0.29460 -3.77743
N -0.99507 -0.06284 -2.94378
C -0.40141 -1.18701 -3.51086
C 0.86524 -1.72291 -3.12712
C 1.66037 -2.35323 -4.21895
C 2.24560 -3.60845 -4.07536
C 2.98639 -4.16986 -5.10595
C 3.16354 -3.47509 -6.29318
C 2.59167 -2.21848 -6.44427
C 1.84028 -1.66745 -5.41916
C 1.42069 -1.68634 -1.89048
C 2.76476 -2.00442 -1.48009
C 2.90569 -1.84092 -0.16156
C 1.60169 -1.39392 0.39880
N 0.68070 -1.23942 -0.73449
C -1.11557 -1.57242 -4.64434
C -2.15772 -0.67552 -4.79158
N -2.23724 1.84270 -1.25883
C -2.54193 3.86157 1.92335
C -2.88586 5.16417 1.56857
C -3.33544 6.06943 2.52174
C -3.43565 5.69193 3.85151
C -3.07725 4.40152 4.22406
C -2.63269 3.50249 3.26981
H 6.55193 0.12127 3.63093
H 5.97828 1.15828 1.45319
H 3.71135 0.93586 0.53699
H 2.58359 -1.40156 3.93578
H 4.82302 -1.16177 4.85947
H 2.39777 2.40566 2.22737
H 0.29354 4.07915 2.07090
H -4.60723 3.88553 -0.08291
H -4.90878 3.27849 -2.63161
H -3.44112 0.75629 -6.28773
H -4.24680 2.13846 -8.06849
H -4.58138 4.57980 -7.74547
H -3.94170 5.57855 -5.55661
H -3.07155 4.19583 -3.78403
H 2.11543 -4.16261 -3.15417
H 3.42250 -5.15234 -4.97884
H 3.74218 -3.91047 -7.09727
H 2.72835 -1.66493 -7.36367
H 1.39362 -0.68786 -5.53630
H 3.54008 -2.33142 -2.15664
H 3.80086 -1.97745 0.41965
H -0.89222 -2.42053 -5.27232
H -2.94911 -0.74803 -5.51032
H -2.78249 5.47194 0.53581
H -3.59586 7.07672 2.22300
H -3.78412 6.39748 4.59430
H -3.15129 4.09655 5.26029
H -2.35778 2.49413 3.55785
C 0.43518 -2.48500 4.28368
Te -0.12241 -1.00485 2.83591
C 0.28485 0.40360 4.35669
C 0.70802 -0.35787 5.58549
C 1.04215 0.32391 6.75342
C 1.46790 -0.36967 7.87211
C 1.56550 -1.75604 7.83443
C 1.23267 -2.43908 6.67829
C 0.79839 -1.74657 5.54988
H 1.24489 -3.10822 3.90209
H -0.44128 -3.12089 4.41677
H -0.61649 0.99682 4.51214
H 1.05650 1.07617 3.97133
H 0.97458 1.40400 6.77720
H 1.72774 0.16915 8.77316
H 1.89962 -2.30156 8.70646
H 1.30802 -3.51905 6.64580
C -0.34093 -4.02823 -1.20608
C 0.29280 -3.72006 0.14832
C 1.57064 -4.52764 0.36813
C -0.71774 -4.11797 1.22982
N 0.43881 -2.25239 0.36691
H -0.78288 -5.02414 -1.15111
H 0.37197 -4.02130 -2.02333
H -1.13616 -3.31713 -1.43656
H 1.32164 -5.58957 0.33373
H 2.00379 -4.31521 1.34969
H 2.32702 -4.32837 -0.38443
H -0.93677 -5.18446 1.15946
H -1.64419 -3.55497 1.10953
H -0.31997 -3.93278 2.23024
*
```

Properties
DFT total energy ... -79373.851 eV
HOMO ... -5.582 eV



# 4
C4H8N2O in the gas phase. Source: the Open Molecules 2025 dataset; level of theory: ωB97M-V/def2-TZVPD.

```
! wB97M-V def2-TZVPD RIJCOSX def2/J DEFGRID3
* xyz 0 1
C 1.58993 -0.77143 -0.14037
C -0.91794 -0.11982 0.26274
C 0.46975 0.22923 -0.18205
N -1.98164 -0.42292 -0.62075
N 0.62696 1.25279 -1.01857
C -0.76233 0.16676 1.57535
O 0.44196 0.65459 1.77077
H -2.15886 -1.41315 -0.74129
H -2.84624 0.04379 -0.38478
H 1.53370 1.51519 -1.37230
H -0.12898 1.90780 -1.13839
H -1.45822 0.03267 2.40569
H 1.56348 -1.36454 -1.06058
H 2.56313 -0.28108 -0.06911
H 1.46529 -1.42989 0.71364
*
```

Properties
DFT total energy ... -9303.492 eV
HOMO ... -7.337 eV
Structure (SMILES) ... C/C(N)=C(/N)C=O



# 5
A molecular structure, C53H42BrGeN8O3PtS. Source: the Open Molecules 2025 dataset; level of theory: ωB97M-V/def2-TZVPD.

```
! wB97M-V def2-TZVPD RIJCOSX def2/J DEFGRID3
* xyz 2 2
Pt 0.10374 -0.38143 0.30201
Br -0.82874 0.64310 2.54633
C -2.53147 -0.18782 2.25030
C -3.51432 0.06530 3.16046
C -4.76929 -0.55209 3.00429
C -4.96934 -1.41775 1.96879
C -3.94537 -1.69492 1.03053
C -4.15946 -2.65886 0.01493
C -3.15366 -2.98232 -0.84474
C -1.92522 -2.30089 -0.77258
C -1.66814 -1.31623 0.14539
C -2.68579 -1.03684 1.12459
H -3.32802 0.71912 4.00140
H -5.55146 -0.35518 3.72380
H -5.91613 -1.93075 1.85862
H -5.12141 -3.15180 -0.03817
H -3.29532 -3.74441 -1.59951
H -1.14760 -2.57835 -1.46960
C 2.14381 -1.34523 2.89459
C 2.67592 -0.21796 2.08191
N 2.08586 0.38398 1.04928
C 2.91317 1.41687 0.66750
C 4.01530 1.42459 1.45196
N 3.85559 0.39224 2.34552
C 4.82941 0.06042 3.39283
N 4.22032 -0.12990 4.66500
N 4.18032 -1.37646 5.21370
N 3.53692 -1.33553 6.30520
C 3.10911 -0.04007 6.52449
C 2.37472 0.50927 7.57810
C 2.09883 1.85511 7.50822
C 2.53638 2.64313 6.42444
C 3.26364 2.11675 5.37946
C 3.54471 0.75188 5.46122
H 1.29891 -1.80573 2.39735
H 1.81196 -0.98944 3.87211
H 2.90307 -2.10798 3.06569
H 2.62240 2.12994 -0.07530
H 4.87116 2.07571 1.48269
H 5.53303 0.89235 3.42386
H 5.36456 -0.85708 3.15231
H 2.05138 -0.10338 8.40769
H 1.54009 2.33002 8.30258
H 2.29876 3.69852 6.42146
H 3.60065 2.73401 4.55726
O -0.98539 6.92272 -1.62239
S -0.90753 5.51231 -1.67420
O -0.68887 5.18558 -3.25082
N 0.18016 4.71106 -0.91233
C -0.37117 3.56925 -0.34181
O 0.31316 2.65166 0.06268
C -1.87386 3.55195 -0.45156
C -2.77798 2.62820 0.02830
C -4.12863 2.82347 -0.24875
C -4.56833 3.90492 -1.00331
C -3.66194 4.83030 -1.51524
C -2.33641 4.61504 -1.21220
H -2.45001 1.77480 0.60244
H -4.85303 2.11426 0.13160
H -5.62466 4.03085 -1.19650
H -3.98337 5.67597 -2.10755
N 2.68087 -3.64985 -0.82217
C 2.26215 -2.37961 -0.70305
N 1.18537 -2.28148 0.04129
C 0.86991 -3.57755 0.44974
C -0.13112 -4.05887 1.29418
C -0.15847 -5.41656 1.53086
C 0.77825 -6.28774 0.95087
C 1.78347 -5.82324 0.13008
C 1.81097 -4.45162 -0.09961
H 3.46943 -3.95148 -1.36999
H 2.76769 -1.55326 -1.17395
H -0.85811 -3.39645 1.74343
H -0.91936 -5.82555 2.18126
H 0.71464 -7.34551 1.16436
H 2.51707 -6.49023 -0.30136
C 1.55465 4.30988 -3.36951
C 0.11922 4.06240 -3.61058
C -0.39151 2.73171 -3.19944
C 0.41415 1.77168 -2.67000
C 1.76567 2.13077 -2.46475
C 2.35836 3.33226 -2.88197
Ge -0.28478 -0.04123 -2.11761
C 0.81321 -1.25878 -3.24008
C 2.03150 -0.84588 -3.78023
C 2.82197 -1.69349 -4.54584
C 2.39920 -2.98908 -4.80358
C 1.17446 -3.41251 -4.30624
C 0.39552 -2.55666 -3.54048
C -2.05222 0.03285 -2.96116
C -3.27945 0.12972 -2.31351
C -4.45851 0.23111 -3.03771
C -4.42856 0.23206 -4.42553
C -3.21262 0.13197 -5.08719
C -2.03570 0.03234 -4.35801
H 1.93393 5.28954 -3.63685
H 0.01931 4.04805 -4.71753
H -1.44101 2.53312 -3.40178
H 2.39891 1.42797 -1.93541
H 3.41354 3.50267 -2.72076
H 2.39853 0.16289 -3.63118
H 3.75829 -1.33507 -4.95342
H 3.00309 -3.65197 -5.40869
H 0.81337 -4.40831 -4.52806
H -0.57042 -2.92056 -3.21524
H -3.32938 0.11431 -1.23257
H -5.40540 0.29540 -2.51655
H -5.34923 0.29855 -4.98951
H -3.18034 0.11955 -6.16859
H -1.09569 -0.06451 -4.89273
*
```

Properties
DFT total energy ... -214330.706 eV
Expectation value of S² ... 0.76
HOMO (spin up / spin down) ... -12.274 / -12.669 eV